The following is a quantum chemistry calculation of 2 unconnected molecules or ions with the total composition C12H14NO2 in a non-equilibrium geometry, from the OMol25 dataset.

```
29
Properties=species:S:1:pos:R:3:forces:R:3
C -2.469027 3.061670 -1.336441 1.33 -1.03 0.06
C -0.642293 -0.176005 -0.646931 1.55 -0.33 0.78
C -1.732859 0.570215 -1.243009 1.15 -0.80 1.99
C -1.585625 1.912356 -0.837198 1.95 0.74 -1.98
C -0.277642 2.011352 -0.337003 -2.47 -2.91 -0.32
C -0.687559 -1.617452 -0.500204 -1.55 0.48 -0.41
C -1.930476 -2.259253 -0.868110 1.13 1.77 0.16
C -2.898792 -1.481037 -1.592147 -0.46 -0.01 -0.31
C -2.770732 -0.089448 -1.850934 -0.80 -2.02 0.75
N 0.321873 0.785587 -0.102682 -1.91 -0.74 -2.42
H 0.119833 -2.280917 -0.108100 -0.74 1.15 -0.06
H -2.095405 -3.266015 -0.420418 -0.06 0.70 -1.11
H 1.301664 0.628547 0.428453 -2.08 0.58 0.21
H -3.844253 -1.923747 -1.974815 0.82 -0.04 0.47
H 0.145862 2.933280 -0.366056 1.93 2.33 0.97
H -3.583339 0.490465 -2.294689 0.15 -0.41 -0.05
H -2.279536 3.485825 -2.340721 0.38 -0.41 0.30
H -2.268657 3.822522 -0.604195 -0.85 0.76 0.22
H -3.465253 2.652075 -1.388819 -0.67 0.47 0.47
C 2.315821 -1.460372 1.647198 -1.58 0.15 -0.14
C 2.748378 -1.912623 0.284869 0.17 0.64 -0.80
C 2.666043 -0.074639 2.086255 3.75 -1.25 2.24
O 1.916772 0.847005 1.773904 -0.54 1.94 -0.90
O 3.673607 -0.033798 2.853771 -0.74 0.60 -0.63
H 1.213426 -1.315586 1.664633 0.30 -1.22 0.13
H 2.732788 -2.070275 2.410124 -0.27 -0.91 0.71
H 2.717184 -0.962931 -0.323838 -0.19 -1.51 -0.34
H 2.164808 -2.788538 -0.060731 -0.19 0.89 -0.29
H 3.753303 -2.318051 0.238475 0.50 0.39 0.31
```
Forces are in eV/Å.

Values from the calculation:
Net charge: -1
Calculated total energy (Ha): -670.90814
Gap between HOMO and LUMO (eV): 7.69